Model w:
{"formula": "C43H55MnN7O3S2SeSi2Te", "method": "ωB97M-V with the def2-TZVPD basis set", "charge": 2, "orbital_gap_ev": [5.1, 5.3], "multiplicity": 6, "elements": ["Mn", "N", "C", "C", "C", "C", "C", "C", "S", "N", "C", "C", "C", "C", "C", "C", "N", "H", "H", "H", "H", "H", "H", "H", "H", "H", "O", "C", "O", "C", "C", "C", "C", "C", "C", "N", "C", "C", "C", "C", "C", "C", "N", "H", "H", "H", "H", "H", "H", "H", "H", "H", "H", "C", "Si", "C", "C", "C", "Te", "C", "Si", "C", "C", "C", "H", "H", "H", "H", "H", "H", "H", "H", "H", "H", "H", "H", "H", "H", "H", "H", "H", "H", "H", "H", "H", "H", "C", "S", "C", "O", "H", "H", "H", "H", "H", "H", "C", "N", "C", "Se", "N", "C", "C", "C", "C", "C", "C", "H", "H", "H", "H", "H", "H", "H", "H"], "coordinates": [[0.28, 0.02, 0.63], [1.89, -3.78, -0.52], [1.23, -4.22, -1.69], [1.04, -5.57, -1.93], [0.37, -5.96, -3.09], [-0.11, -5.02, -3.98], [0.07, -3.66, -3.73], [0.76, -3.28, -2.59], [1.13, -1.59, -2.24], [1.00, -1.61, -0.52], [1.55, -2.61, 0.08], [1.91, -2.43, 1.53], [2.46, -3.42, 2.32], [2.87, -3.07, 3.61], [2.71, -1.77, 4.05], [2.12, -0.85, 3.19], [1.74, -1.17, 1.96], [2.29, -4.50, 0.06], [1.39, -6.31, -1.23], [0.23, -7.02, -3.29], [-0.63, -5.33, -4.88], [-0.31, -2.92, -4.42], [2.57, -4.44, 2.00], [3.31, -3.83, 4.25], [3.02, -1.47, 5.04], [1.92, 0.17, 3.51], [-6.21, -4.87, -0.83], [-5.23, -4.24, -1.49], [-5.15, -4.31, -2.69], [-4.26, -3.43, -0.69], [-2.99, -3.24, -1.23], [-2.08, -2.42, -0.60], [-2.38, -1.76, 0.60], [-3.67, -1.95, 1.13], [-4.58, -2.78, 0.50], [-1.47, -0.89, 1.18], [-1.57, -0.67, 2.51], [-0.93, 0.45, 3.07], [-1.00, 0.79, 4.44], [-0.41, 1.94, 4.88], [0.28, 2.76, 3.97], [0.37, 2.35, 2.66], [-0.19, 1.21, 2.21], [-6.09, -4.79, 0.13], [-2.75, -3.73, -2.17], [-1.10, -2.31, -1.03], [-3.98, -1.40, 2.01], [-5.58, -2.86, 0.92], [-2.12, -1.32, 3.18], [-1.55, 0.14, 5.12], [-0.48, 2.23, 5.92], [0.74, 3.69, 4.28], [0.92, 2.92, 1.92], [-5.20, -0.46, -2.45], [-4.19, 0.04, -3.93], [-4.76, -0.81, -5.48], [-4.20, 1.91, -4.13], [-2.39, -0.52, -3.62], [-1.40, 0.58, -2.13], [-0.57, 1.99, -3.44], [0.56, 1.67, -4.95], [0.84, 3.41, -5.59], [2.21, 0.90, -4.50], [-0.29, 0.64, -6.26], [-6.21, -0.03, -2.51], [-4.76, -0.12, -1.50], [-5.30, -1.54, -2.40], [-5.80, -0.58, -5.68], [-4.68, -1.90, -5.39], [-4.18, -0.50, -6.35], [-5.23, 2.26, -4.19], [-3.69, 2.24, -5.04], [-3.74, 2.42, -3.28], [-1.78, -0.44, -4.52], [-2.41, -1.56, -3.28], [-0.07, 2.70, -2.77], [-1.45, 2.51, -3.84], [1.44, 3.99, -4.90], [-0.10, 3.94, -5.75], [1.36, 3.38, -6.55], [2.55, 1.21, -3.51], [2.95, 1.24, -5.23], [2.19, -0.19, -4.54], [-1.32, 0.96, -6.45], [-0.30, -0.43, -6.04], [0.25, 0.76, -7.20], [-2.75, 3.75, 1.11], [-1.26, 4.11, 0.19], [-2.00, 5.13, -1.09], [-0.88, 2.82, -0.48], [-3.16, 4.67, 1.52], [-2.47, 3.08, 1.92], [-3.47, 3.26, 0.45], [-2.39, 6.04, -0.64], [-2.80, 4.57, -1.58], [-1.22, 5.38, -1.80], [4.32, 1.78, 1.98], [4.33, 0.66, 1.05], [3.52, 0.49, -0.01], [2.06, 1.57, -0.47], [3.90, -0.63, -0.64], [4.96, -1.23, 0.03], [5.68, -2.39, -0.20], [6.68, -2.69, 0.71], [6.95, -1.86, 1.81], [6.24, -0.70, 2.03], [5.23, -0.40, 1.12], [3.61, 2.52, 1.62], [5.31, 2.22, 2.02], [4.03, 1.44, 2.97], [3.47, -0.94, -1.50], [5.48, -3.03, -1.05], [7.27, -3.58, 0.57], [7.74, -2.13, 2.49], [6.46, -0.05, 2.87]], "mulliken_spin": [3.0287, 0.0006, -0.0030, -0.0029, 0.0040, -0.0008, 0.0073, 0.0072, 0.0640, -0.0163, -0.0011, 0.0069, -0.0078, 0.0076, -0.0237, 0.0214, -0.0017, -0.0001, -0.0001, 0.0002, 0.0000, -0.0005, -0.0003, -0.0003, 0.0006, 0.0068, 0.0009, -0.0015, 0.0094, 0.0457, -0.0349, 0.0507, -0.1464, 0.1035, -0.0181, 0.1532, 0.2854, 0.1477, 0.0768, 0.0133, 0.1464, -0.0135, 0.1435, -0.0005, -0.0020, 0.0396, 0.0130, -0.0008, 0.0255, -0.0040, 0.0012, 0.0044, 0.0047, 0.0094, 0.0396, 0.0040, 0.0415, 0.1064, 0.3723, 0.1034, 0.0258, 0.0018, 0.0027, -0.0026, 0.0008, 0.0008, 0.0025, 0.0001, -0.0003, -0.0001, 0.0007, 0.0045, -0.0159, -0.0132, -0.0048, -0.0010, 0.0106, 0.0000, -0.0002, 0.0000, -0.0012, -0.0001, -0.0002, 0.0001, 0.0006, 0.0007, 0.0007, 0.0126, -0.0017, 0.1128, -0.0001, -0.0025, 0.0028, -0.0006, -0.0003, 0.0010, 0.0025, -0.0049, 0.0134, 0.0308, 0.0023, 0.0032, -0.0004, -0.0001, 0.0001, 0.0006, -0.0017, 0.0004, 0.0003, 0.0000, 0.0003, 0.0001, 0.0000, 0.0000, 0.0001]}


Model x:
{"formula": "C43H55MnN7O3S2SeSi2Te", "method": "ωB97M-V with the def2-TZVPD basis set", "charge": 2, "orbital_gap_ev": [5.9, 5.8], "multiplicity": 6, "elements": ["Mn", "N", "C", "C", "C", "C", "C", "C", "S", "N", "C", "C", "C", "C", "C", "C", "N", "H", "H", "H", "H", "H", "H", "H", "H", "H", "O", "C", "O", "C", "C", "C", "C", "C", "C", "N", "C", "C", "C", "C", "C", "C", "N", "H", "H", "H", "H", "H", "H", "H", "H", "H", "H", "C", "Si", "C", "C", "C", "Te", "C", "Si", "C", "C", "C", "H", "H", "H", "H", "H", "H", "H", "H", "H", "H", "H", "H", "H", "H", "H", "H", "H", "H", "H", "H", "H", "H", "C", "S", "C", "O", "H", "H", "H", "H", "H", "H", "C", "N", "C", "Se", "N", "C", "C", "C", "C", "C", "C", "H", "H", "H", "H", "H", "H", "H", "H"], "coordinates": [[-0.59, 0.60, -0.46], [0.70, -3.35, -1.54], [2.07, -3.41, -1.88], [2.67, -4.64, -2.09], [4.02, -4.71, -2.42], [4.77, -3.55, -2.52], [4.16, -2.31, -2.30], [2.82, -2.25, -2.00], [2.04, -0.66, -1.82], [0.53, -1.04, -1.11], [0.06, -2.25, -1.07], [-1.25, -2.43, -0.42], [-1.68, -3.65, 0.09], [-2.87, -3.71, 0.79], [-3.60, -2.54, 0.96], [-3.11, -1.37, 0.41], [-1.97, -1.30, -0.27], [0.22, -4.23, -1.50], [2.08, -5.54, -2.00], [4.48, -5.67, -2.60], [5.82, -3.59, -2.76], [4.74, -1.40, -2.38], [-1.08, -4.54, -0.01], [-3.22, -4.64, 1.21], [-4.53, -2.54, 1.51], [-3.65, -0.44, 0.51], [1.63, -5.39, 4.02], [0.57, -4.65, 4.37], [-0.22, -5.06, 5.18], [0.38, -3.32, 3.69], [1.27, -2.78, 2.76], [0.97, -1.60, 2.12], [-0.22, -0.91, 2.38], [-1.08, -1.43, 3.36], [-0.78, -2.62, 3.99], [-0.49, 0.27, 1.67], [-1.05, 1.24, 2.31], [-1.42, 2.43, 1.59], [-1.96, 3.56, 2.22], [-2.29, 4.66, 1.46], [-2.07, 4.62, 0.09], [-1.54, 3.47, -0.46], [-1.22, 2.39, 0.25], [2.23, -4.94, 3.43], [2.22, -3.25, 2.52], [1.67, -1.16, 1.42], [-2.01, -0.92, 3.59], [-1.44, -3.04, 4.74], [-1.21, 1.18, 3.38], [-2.10, 3.54, 3.29], [-2.71, 5.54, 1.93], [-2.32, 5.46, -0.54], [-1.37, 3.39, -1.53], [3.22, 3.34, -2.30], [4.44, 3.45, -0.86], [5.40, 1.83, -0.76], [5.52, 4.99, -0.99], [3.37, 3.67, 0.70], [2.05, 2.05, 1.15], [3.51, 0.92, 2.23], [3.52, 1.35, 4.10], [1.91, 0.64, 4.77], [3.51, 3.22, 4.33], [5.06, 0.55, 4.84], [3.71, 2.96, -3.19], [2.81, 4.33, -2.54], [2.40, 2.68, -2.04], [5.94, 1.65, -1.69], [4.71, 0.99, -0.60], [6.13, 1.83, 0.05], [6.14, 4.97, -1.89], [6.19, 5.08, -0.13], [4.90, 5.89, -1.03], [2.72, 4.55, 0.56], [3.98, 3.85, 1.58], [4.48, 1.09, 1.77], [3.26, -0.14, 2.13], [1.06, 1.15, 4.30], [1.82, 0.80, 5.85], [1.82, -0.43, 4.58], [2.66, 3.67, 3.80], [4.42, 3.70, 3.97], [3.41, 3.48, 5.39], [5.07, -0.53, 4.67], [5.10, 0.72, 5.91], [5.97, 0.97, 4.40], [1.06, 1.78, -4.63], [-0.32, 0.91, -3.87], [-1.62, 1.88, -4.65], [-0.32, 1.33, -2.41], [0.97, 1.69, -5.71], [1.98, 1.31, -4.30], [1.04, 2.82, -4.32], [-1.48, 1.85, -5.73], [-1.56, 2.90, -4.27], [-2.58, 1.45, -4.38], [-4.05, -1.65, -3.09], [-5.18, -0.95, -2.52], [-5.14, 0.25, -1.91], [-3.69, 1.35, -1.63], [-6.40, 0.55, -1.52], [-7.28, -0.46, -1.91], [-8.65, -0.61, -1.76], [-9.21, -1.76, -2.28], [-8.43, -2.72, -2.94], [-7.07, -2.56, -3.09], [-6.50, -1.42, -2.55], [-3.14, -1.14, -2.80], [-4.13, -1.66, -4.18], [-4.03, -2.68, -2.73], [-6.63, 1.42, -1.08], [-9.25, 0.13, -1.25], [-10.28, -1.92, -2.19], [-8.91, -3.60, -3.35], [-6.47, -3.30, -3.61]], "mulliken_spin": [4.7357, 0.0132, -0.0055, 0.0021, -0.0021, 0.0023, -0.0010, 0.0101, 0.0146, -0.0563, 0.0129, 0.0242, 0.0010, -0.0001, -0.0020, 0.0607, -0.0192, -0.0019, 0.0001, -0.0001, 0.0002, 0.0000, 0.0011, -0.0002, -0.0003, -0.0082, 0.0000, -0.0001, 0.0002, 0.0018, 0.0006, -0.0056, -0.0064, -0.0024, 0.0022, -0.0763, 0.0159, 0.0475, 0.0062, 0.0082, -0.0083, 0.0433, -0.0198, -0.0001, -0.0003, 0.0176, 0.0014, 0.0000, 0.0079, -0.0001, -0.0001, 0.0003, 0.0042, 0.0041, 0.0013, 0.0002, 0.0000, 0.0035, 0.0823, 0.0052, 0.0003, 0.0001, 0.0000, 0.0006, -0.0002, 0.0004, 0.0013, 0.0000, -0.0001, 0.0001, 0.0000, 0.0001, 0.0001, 0.0011, 0.0010, 0.0000, -0.0001, -0.0005, 0.0000, -0.0002, -0.0007, -0.0001, 0.0000, 0.0000, 0.0001, -0.0001, 0.0012, 0.0136, 0.0030, 0.0239, 0.0007, 0.0001, 0.0001, 0.0002, -0.0003, 0.0006, 0.0010, 0.0012, 0.0065, 0.0235, 0.0012, -0.0003, 0.0001, 0.0002, 0.0003, -0.0001, 0.0001, 0.0035, 0.0000, 0.0002, -0.0001, 0.0000, 0.0000, 0.0000, 0.0000]}


Which one is most stable, and which one is least stable? model x is the most stable of them, while model w is the least stable.


Model w:
{"formula": "C3HN2O3", "method": "ωB97M-V with the def2-TZVPD basis set", "smiles": "O=C1NC([O-])=C=[N+]1[O-]", "charge": -1, "orbital_gap_ev": 7.8, "elements": ["C", "C", "C", "N", "N", "O", "O", "O", "H"], "coordinates": [[0.88, -0.32, 0.97], [-0.44, -0.25, 1.47], [-0.39, 0.25, -0.83], [0.85, -0.18, -0.53], [-1.22, 0.02, 0.36], [1.95, -0.60, 1.47], [-0.82, 0.68, -1.89], [-2.48, 0.20, 0.00], [1.65, 0.20, -1.00]], "nbo_charge": [0.5699, -0.2761, 0.7415, -0.7020, -0.0176, -0.5828, -0.5865, -0.5397, 0.3931]}


Model x:
{"formula": "C3HN2O3", "method": "ωB97M-V with the def2-TZVPD basis set", "smiles": "O=C=NC(=O)/N=C/[O-]", "charge": -1, "orbital_gap_ev": 8.8, "elements": ["C", "C", "C", "N", "N", "O", "O", "O", "H"], "coordinates": [[-1.92, -0.98, -0.08], [1.77, -0.08, -0.16], [-0.24, 1.08, 0.17], [-1.02, -0.32, 0.29], [0.97, 1.03, -0.35], [-2.72, -1.82, -0.34], [-0.87, 2.03, 0.57], [2.94, -0.12, -0.49], [1.09, -0.83, 0.39]], "nbo_charge": [0.8173, 0.5044, 0.8062, -0.6475, -0.6936, -0.6124, -0.6149, -0.6435, 0.0841]}


Which one is most stable, and which one is least stable? model x is the most stable of them, while model w is the least stable.


Model w:
{"formula": "CH10O6", "method": "ωB97M-V with the def2-TZVPD basis set", "smiles": "O=CO.O.O.O.O", "charge": 0, "orbital_gap_ev": 11.2, "elements": ["O", "C", "O", "H", "H", "H", "H", "O", "H", "H", "O", "H", "H", "O", "H", "H", "O"], "coordinates": [[0.34, -1.02, 1.61], [0.23, 0.15, 1.81], [-0.82, 0.85, 1.46], [1.04, 0.68, 2.35], [-0.63, 1.76, 1.10], [1.41, 0.61, -0.97], [2.21, 0.91, -2.17], [1.68, 1.37, -1.51], [-0.96, -0.59, -2.05], [-0.49, -1.57, -0.91], [-0.33, -1.27, -1.81], [-1.27, -4.24, 0.81], [-0.46, -3.00, 1.31], [-1.14, -3.29, 0.68], [0.20, 2.39, -0.98], [-0.46, 3.60, -0.35], [-0.55, 2.64, -0.39]], "nbo_charge": [-0.6134, 0.6554, -0.7002, 0.0933, 0.5273, 0.4890, 0.4910, -0.9673, 0.4726, 0.4998, -0.9725, 0.4688, 0.4913, -0.9600, 0.5121, 0.4799, -0.9671]}


Model x:
{"formula": "CH10O6", "method": "ωB97M-V with the def2-TZVPD basis set", "smiles": "O=CO.O.O.O.O", "charge": 0, "orbital_gap_ev": 11.5, "elements": ["O", "C", "O", "H", "H", "H", "H", "O", "H", "H", "O", "H", "H", "O", "H", "H", "O"], "coordinates": [[-2.04, -0.87, -2.00], [-0.91, -1.36, -1.73], [-0.51, -1.51, -0.42], [-0.09, -1.52, -2.45], [0.11, -0.83, -0.12], [0.89, -0.56, 1.97], [2.31, -0.25, 2.31], [1.83, -0.82, 1.72], [-0.78, 1.22, 1.32], [0.27, 1.80, 0.43], [0.20, 1.34, 1.27], [-2.47, -0.08, -0.26], [-2.81, 1.46, -0.24], [-2.43, 0.73, 0.27], [2.06, 0.13, 0.06], [2.55, 0.84, -1.19], [1.81, 0.28, -0.94]], "nbo_charge": [-0.5768, 0.6690, -0.7536, 0.1399, 0.5306, 0.4970, 0.4747, -0.9497, 0.5069, 0.4828, -0.9933, 0.5083, 0.4781, -0.9935, 0.5052, 0.4719, -0.9976]}


Which one is most stable, and which one is least stable? model w is the most stable of them, while model x is the least stable.